The following is a DFT calculation (the ωB97M-V functional and the def2-TZVPD basis) of a structure of composition CH2N2O2S.

```
8
Properties=species:S:1:pos:R:3:lowdin_charge:R:1
C 0.852 0.363 0.216 -0.360
N -1.437 0.183 0.081 0.108
N -0.300 -0.218 0.200 -0.042
O 2.840 3.370 0.179 -0.511
O 0.949 1.588 0.899 -0.375
S 1.731 2.514 -0.306 0.983
H 1.725 -0.314 0.189 0.117
H -1.526 1.187 -0.082 0.080
```

* energy above the lowest of the compared OMol25 structures with the same formula, charge and spin: 783.9 kJ/mol
* E_HOMO (spin up / spin down): -8.4301 / -7.1714 eV
* spin multiplicity: 1
* HOMO-LUMO gap (spin up / spin down): 6.159 / 3.303 eV
* E_tot: -18973.204 eV

---

The following is a DFT calculation (the ωB97M-V functional and the def2-TZVPD basis) of the molecule CH2N2O2S.

```
8
Properties=species:S:1:pos:R:3:lowdin_charge:R:1
C -0.860 0.870 0.210 -0.034
N 0.230 1.238 -0.149 -0.121
N -0.826 -1.137 0.165 -0.028
O 2.507 0.211 0.511 -0.413
O 0.532 -1.238 -0.030 -0.465
S 1.513 0.038 -0.496 0.923
H -1.798 1.255 0.527 0.087
H -1.299 -1.237 -0.738 0.051
```

* energy above the lowest of the compared OMol25 structures with the same formula, charge and spin: 606.1 kJ/mol
* E_HOMO: -9.5091 eV
* spin multiplicity: 1
* HOMO-LUMO gap: 9.800 eV
* E_tot: -18975.046 eV

---

The following is a DFT calculation (the ωB97M-V functional and the def2-TZVPD basis) of the molecule CH2N2O2S.

```
8
Properties=species:S:1:pos:R:3:lowdin_spin:R:1
C 0.276 0.014 -0.027 0.009
N 0.779 -1.103 0.333 0.365
N -0.437 0.838 0.758 -0.017
O -1.022 0.290 -1.718 0.668
O 0.254 0.142 -1.354 0.289
S 1.902 -2.130 0.039 0.687
H -1.130 1.387 0.262 0.000
H -0.623 0.562 1.707 0.000
```

* energy above the lowest of the compared OMol25 structures with the same formula, charge and spin: 199.4 kJ/mol
* E_HOMO (spin up / spin down): -8.2030 / -7.9164 eV
* spin multiplicity: 3
* HOMO-LUMO gap (spin up / spin down): 8.903 / 5.887 eV
* E_tot: -18973.944 eV

---

The following is a DFT calculation (the ωB97M-V functional and the def2-TZVPD basis) of a structure of composition CH2N2O2S2.

```
9
Properties=species:S:1:pos:R:3:lowdin_spin:R:1
C -1.375 -0.448 -0.029 0.554
N -3.103 -1.138 -0.135 0.145
N -3.877 -0.109 0.035 -0.002
O -3.344 1.034 0.296 0.515
O -5.061 -0.203 -0.132 0.164
S -0.265 -1.678 0.084 0.252
S -1.180 1.166 -0.077 0.333
H 0.907 -0.749 -0.031 0.020
H 0.321 0.977 -0.018 0.019
```

* energy above the lowest of the compared OMol25 structures with the same formula, charge and spin: 416.9 kJ/mol
* E_HOMO (spin up / spin down): -7.1294 / -10.0545 eV
* spin multiplicity: 3
* HOMO-LUMO gap (spin up / spin down): 6.544 / 5.746 eV
* E_tot: -29804.628 eV

---

The following is a DFT calculation (the ωB97M-V functional and the def2-TZVPD basis) of the molecule CH2N2O2S3.

```
10
Properties=species:S:1:pos:R:3:lowdin_charge:R:1
C -0.870 0.905 0.348 -0.637
N -0.173 0.304 -0.507 -0.215
N 0.757 -2.039 0.129 -0.576
O -1.765 -1.755 -0.285 -0.466
O 2.768 -0.533 -0.418 -0.500
S -0.691 2.640 0.667 0.785
S -0.480 -1.392 -0.831 0.813
S 2.162 -1.635 0.401 0.886
H -1.570 0.560 1.008 0.030
H -0.136 2.945 -0.512 -0.120
```

* energy above the lowest of the compared OMol25 structures with the same formula, charge and spin: 0.0 kJ/mol
* E_HOMO: -9.7246 eV
* spin multiplicity: 1
* HOMO-LUMO gap: 8.374 eV
* E_tot: -40647.526 eV

---

The following is a DFT calculation (the ωB97M-V functional and the def2-TZVPD basis) of a cluster of 2 separate species, CH2N2O3S in total.

```
9
Properties=species:S:1:pos:R:3:lowdin_charge:R:1
C -2.245 -1.072 -0.084 -0.926
N -2.269 0.337 -0.326 -0.212
N 3.803 -0.278 -0.111 -0.359
O -2.394 -1.771 -1.131 -0.111
O -2.261 -1.410 1.112 -0.092
O -1.407 2.542 -0.044 -0.604
S -1.035 1.118 0.110 0.909
H 3.738 0.693 -0.468 -0.323
H 4.071 -0.159 0.940 -0.282
```

* energy above the lowest of the compared OMol25 structures with the same formula, charge and spin: 124.5 kJ/mol
* E_HOMO: 1.2962 eV
* spin multiplicity: 1
* total charge: -2
* HOMO-LUMO gap: 4.671 eV
* E_tot: -21024.587 eV

---

- What is the spin multiplicity in the sixth record?
  1

---

What did the second record say?
The following is a DFT calculation (the ωB97M-V functional and the def2-TZVPD basis) of the molecule CH2N2O2S.

```
8
Properties=species:S:1:pos:R:3:lowdin_charge:R:1
C -0.860 0.870 0.210 -0.034
N 0.230 1.238 -0.149 -0.121
N -0.826 -1.137 0.165 -0.028
O 2.507 0.211 0.511 -0.413
O 0.532 -1.238 -0.030 -0.465
S 1.513 0.038 -0.496 0.923
H -1.798 1.255 0.527 0.087
H -1.299 -1.237 -0.738 0.051
```

* energy above the lowest of the compared OMol25 structures with the same formula, charge and spin: 606.1 kJ/mol
* E_HOMO: -9.5091 eV
* spin multiplicity: 1
* HOMO-LUMO gap: 9.800 eV
* E_tot: -18975.046 eV

---

- What is the E_tot in the first record?
  -18973.204 eV

---

- Among the records above, which one has the highest E_tot?
  number 1